Record 1
The following is a quantum chemistry calculation of C25H30ClFN2O2S in the gas phase in a non-equilibrium geometry, from the Open Molecules 2025 dataset.

Total charge: 0
Electronic energy in a.u.: -2188.447836
SMILES string: [H]/N=C/Cc1c(Cl)ccc2c1Sc1c(CCCCCCOC(C)=O)cccc1N2CCCF
HOMO-LUMO gap in eV: 8.3

Structure (XYZ):
```
62
C25H30ClFN2O2S (ωB97M-V/def2-TZVPD)
H 2.4247 2.6809 0.7001
H 0.3693 -2.5935 -0.0460
H -0.2557 4.3054 -2.4875
C -3.1971 3.1010 -2.2590
H 3.3535 2.6331 2.3538
C -3.6327 -3.3107 0.3788
H 3.4433 -3.9243 -2.2307
N -0.4514 2.1478 -5.1998
C 1.3266 1.6850 2.4169
C -0.4592 3.2215 -2.8368
C 3.0291 -0.8038 -0.9251
H -2.0466 -1.7546 1.8529
H 4.8703 0.5033 -0.6463
C -2.6276 1.1958 0.1244
H -5.4536 2.8797 -1.5979
O 2.4772 -3.6088 1.9197
H -0.9234 4.1935 -4.9270
H -0.6283 2.5004 -6.1596
C 3.9785 -2.1014 -0.9043
C 3.5303 0.7108 1.2319
C -1.7154 2.7038 -2.0039
H 2.0102 -2.9562 -1.6208
H 4.3695 -2.2597 0.1616
C -3.6205 -1.7024 0.2787
H -0.0848 -3.4404 1.5310
H 0.5167 2.6507 -2.6081
H -4.9747 1.2306 0.4767
C 3.7499 0.5341 -0.3565
H 4.5808 0.8276 1.6910
H 3.2967 1.4428 -0.8925
C 0.1289 1.2134 1.5555
H 4.8820 -2.0036 -1.6079
N -2.4053 0.3164 1.2914
C 1.1999 1.7848 3.9623
H -2.7492 -3.6851 -0.2688
C -4.3772 2.5619 -1.3710
F -4.8693 -3.8833 -0.1349
H -1.3645 -1.3035 0.1935
H -0.0629 -4.4208 -0.0413
C 0.4512 -3.5772 0.5291
C -0.6420 3.1910 -4.4223
H -3.7833 -1.3452 -0.8093
C 2.0060 -3.8550 0.7832
C -0.1746 1.3563 4.5983
H 2.6984 -0.6236 -2.0138
C 2.6879 2.0589 1.6183
H -3.4422 -3.6757 1.4508
C -4.1085 1.6041 -0.1805
C -2.2401 -1.1208 0.9054
H 2.1253 -1.0315 -0.2441
Cl -3.6471 4.2570 -3.5891
H -0.3372 1.4073 5.7301
H -2.3203 0.5377 4.2638
H -4.5372 -1.3096 0.8675
C 3.0465 -3.3666 -1.3050
S 0.2371 1.1346 -0.3119
H 2.0780 2.1641 4.5911
O 2.8918 -4.3337 -0.2248
H 3.0507 -0.2232 1.6797
C -1.2737 0.7853 2.1385
C -1.3694 0.8537 3.7066
C -1.4675 1.7339 -0.7979
```

Record 2
The following is a quantum chemistry calculation of a molecular structure, C25H30ClIrN2OS3 in a non-equilibrium geometry, from the Open Molecules 2025 dataset.

Multiplicity: 2
Total charge: +1
Electronic energy in a.u.: -2914.274149
Expectation value of S²: 0.755
Energy above the lowest of the compared OMol25 structures with the same formula, charge and spin in eV: 0.549
HOMO-LUMO gap (spin up / spin down) in eV: 7.9 / 5.3

Structure (XYZ):
```
63
C25H30ClIrN2OS3 (ωB97M-V/def2-TZVPD)
C 3.2568 1.5155 0.4314
Ir 0.1257 -0.6199 -1.7206
C 1.7042 3.3015 -1.0104
H -0.7032 1.9977 -3.6760
O -0.5406 0.2280 0.3056
H 2.0443 -1.4474 -3.3674
H 1.1399 4.0182 -1.5918
H 1.0662 0.8686 -4.3337
H 1.0709 -2.8394 -2.7977
C -2.4609 -0.1765 -3.3476
H 2.6868 4.8360 0.1125
H -0.3495 -1.9949 1.7083
H 4.0821 3.2386 1.3969
H -2.6234 2.0952 -2.1919
H -2.1894 1.6541 2.0884
C 2.1841 -2.3146 3.9626
C -1.7312 1.5807 -1.8255
H -1.7991 0.1973 -4.1218
C 0.4457 -1.7134 2.3879
C 2.3487 1.0343 -0.5068
H 2.2833 -4.1930 5.0082
H 0.8420 -3.7080 3.0330
C -4.8375 -0.5432 0.2406
C 0.8337 -0.3864 2.5005
H 2.5119 0.8344 -3.3037
H -0.4485 3.1693 -2.4058
C 3.3780 2.8767 0.6596
C -2.4379 -1.7695 -0.5153
H 1.8510 2.3961 -3.8271
Cl 0.0473 -1.7114 -4.5805
C 2.5453 -0.9737 4.0596
H 3.7406 -3.7783 4.1136
H 3.3589 -0.6851 4.7133
C 1.1289 -2.6670 3.1196
S -0.9264 -2.5540 -0.9816
H -5.1569 -2.2934 1.4415
H 3.3841 -2.9563 5.6294
H -5.7636 -0.0664 0.5300
C 2.5959 3.7719 -0.0552
N 0.7444 1.3893 -2.3068
H -4.2572 1.0555 -1.0572
H -1.2596 1.2629 3.5658
C -3.9837 0.0894 -0.6511
C 1.5689 1.9404 -1.2239
H 3.8576 0.8073 0.9886
H -1.9604 -0.0577 2.5645
H -1.6181 1.7786 -0.7665
S -0.0163 0.8724 1.5886
C -4.4958 -1.7909 0.7482
C -3.3081 -2.3985 0.3727
S 2.1929 -0.7163 -0.7250
C -0.5347 2.1020 -2.6055
H -3.0402 -3.3692 0.7713
H -2.5691 -1.2513 -3.4636
C 1.5957 1.3766 -3.5295
C -2.7938 -0.5186 -1.0114
N -1.8952 0.1033 -1.9945
C 1.0512 -1.8037 -3.1202
C 1.8813 -0.0042 3.3230
C 2.9356 -3.3677 4.7265
C -1.5175 0.9378 2.5585
H -3.4388 0.3028 -3.4248
H 2.1731 1.0375 3.3901
```

Record 3
The following is a quantum chemistry calculation of a molecular structure, C25H30CuN8O3PS2 in a non-equilibrium geometry, from the Open Molecules 2025 dataset.

Multiplicity: 2
Total charge: +1
Electronic energy in a.u.: -4412.339421
Expectation value of S²: 0.756
Energy above the lowest of the compared OMol25 structures with the same formula, charge and spin in eV: 1.269
HOMO-LUMO gap (spin up / spin down) in eV: 5.4 / 4.3

Structure (XYZ):
```
70
C25H30CuN8O3PS2 (ωB97M-V/def2-TZVPD)
H -11.0973 -12.1710 17.8073
H -17.3009 -5.0518 13.3907
H -13.9616 -5.3876 10.8157
H -10.4738 -8.4379 14.3720
C -7.9849 -8.1234 7.6617
C -16.2377 -6.9128 13.5460
C -9.8595 -9.1855 14.8855
H -9.8436 -4.1967 12.0244
H -8.6492 -8.1797 11.0095
N -9.5397 -11.6923 16.4891
C -15.1172 -7.6225 13.1731
C -10.3538 -8.6769 8.0305
C -10.7273 -7.3677 7.6195
H -8.2458 -10.0208 16.7108
H -9.5203 -10.1828 18.0216
C -14.1953 -7.0847 12.2417
N -10.2452 -9.3836 16.2720
C -11.4069 -5.7073 11.8322
C -13.7802 -11.1075 11.4122
H -15.7660 -11.5278 11.7036
H -12.5464 -10.6714 14.1099
P -10.0033 -10.8227 13.8663
H -11.1972 -10.5420 8.3073
C -9.7333 -6.4412 7.3124
N -12.9458 -9.0801 11.6799
H -11.9817 -12.3377 14.2907
H -12.1591 -4.9885 12.1114
Cu -11.1944 -9.7045 10.8887
C -15.6333 -5.1294 12.0665
C -14.5340 -5.8481 11.6413
N -11.8391 -11.1706 16.0496
N -10.6464 -7.8808 11.3273
C -10.8863 -12.1175 16.7316
H -14.8057 -12.7967 11.0152
C -9.0715 -11.8907 15.1088
C -9.3037 -10.3163 16.9237
H -12.2602 -9.2432 8.3078
S -12.2375 -11.7159 10.8909
N -11.3249 -9.5677 8.5040
C -8.9846 -9.0611 7.9711
C -8.3855 -6.7941 7.4845
C -16.4738 -5.6392 13.0463
O -6.9958 -5.4315 9.1014
N -14.8612 -11.9222 11.4750
H -8.0176 -5.8100 11.3032
H -12.2976 -9.0926 15.9768
H -15.8482 -4.1954 11.5871
O -6.0505 -5.9172 6.8971
H -11.7776 -7.0545 7.6469
O -8.0213 -4.3495 7.1829
C -11.6693 -7.0688 11.6409
H -14.8914 -8.6079 13.5805
C -9.0401 -6.1014 11.4555
N -13.9842 -9.8666 11.8283
H -10.0438 -5.4793 6.9315
H -16.9516 -7.3693 14.2363
H -12.8256 -11.4359 16.2852
H -8.7974 -8.8477 14.8938
H -9.1739 -12.9271 14.8009
H -6.9105 -8.3129 7.6650
H -11.0562 -13.1081 16.3202
H -7.9975 -11.6658 15.0769
C -11.5922 -9.7865 16.4972
C -9.3754 -7.4403 11.2530
H -8.7090 -10.0949 8.2215
C -10.0785 -5.2303 11.7782
S -7.2233 -5.4736 7.6515
C -11.7291 -11.2965 14.5079
H -11.7700 -9.7014 17.5682
C -12.9598 -7.7819 11.8474
```

Please write out number 1 again, unchanged.
The following is a quantum chemistry calculation of C25H30ClFN2O2S in the gas phase in a non-equilibrium geometry, from the Open Molecules 2025 dataset.

Total charge: 0
Electronic energy in a.u.: -2188.447836
SMILES string: [H]/N=C/Cc1c(Cl)ccc2c1Sc1c(CCCCCCOC(C)=O)cccc1N2CCCF
HOMO-LUMO gap in eV: 8.3

Structure (XYZ):
```
62
C25H30ClFN2O2S (ωB97M-V/def2-TZVPD)
H 2.4247 2.6809 0.7001
H 0.3693 -2.5935 -0.0460
H -0.2557 4.3054 -2.4875
C -3.1971 3.1010 -2.2590
H 3.3535 2.6331 2.3538
C -3.6327 -3.3107 0.3788
H 3.4433 -3.9243 -2.2307
N -0.4514 2.1478 -5.1998
C 1.3266 1.6850 2.4169
C -0.4592 3.2215 -2.8368
C 3.0291 -0.8038 -0.9251
H -2.0466 -1.7546 1.8529
H 4.8703 0.5033 -0.6463
C -2.6276 1.1958 0.1244
H -5.4536 2.8797 -1.5979
O 2.4772 -3.6088 1.9197
H -0.9234 4.1935 -4.9270
H -0.6283 2.5004 -6.1596
C 3.9785 -2.1014 -0.9043
C 3.5303 0.7108 1.2319
C -1.7154 2.7038 -2.0039
H 2.0102 -2.9562 -1.6208
H 4.3695 -2.2597 0.1616
C -3.6205 -1.7024 0.2787
H -0.0848 -3.4404 1.5310
H 0.5167 2.6507 -2.6081
H -4.9747 1.2306 0.4767
C 3.7499 0.5341 -0.3565
H 4.5808 0.8276 1.6910
H 3.2967 1.4428 -0.8925
C 0.1289 1.2134 1.5555
H 4.8820 -2.0036 -1.6079
N -2.4053 0.3164 1.2914
C 1.1999 1.7848 3.9623
H -2.7492 -3.6851 -0.2688
C -4.3772 2.5619 -1.3710
F -4.8693 -3.8833 -0.1349
H -1.3645 -1.3035 0.1935
H -0.0629 -4.4208 -0.0413
C 0.4512 -3.5772 0.5291
C -0.6420 3.1910 -4.4223
H -3.7833 -1.3452 -0.8093
C 2.0060 -3.8550 0.7832
C -0.1746 1.3563 4.5983
H 2.6984 -0.6236 -2.0138
C 2.6879 2.0589 1.6183
H -3.4422 -3.6757 1.4508
C -4.1085 1.6041 -0.1805
C -2.2401 -1.1208 0.9054
H 2.1253 -1.0315 -0.2441
Cl -3.6471 4.2570 -3.5891
H -0.3372 1.4073 5.7301
H -2.3203 0.5377 4.2638
H -4.5372 -1.3096 0.8675
C 3.0465 -3.3666 -1.3050
S 0.2371 1.1346 -0.3119
H 2.0780 2.1641 4.5911
O 2.8918 -4.3337 -0.2248
H 3.0507 -0.2232 1.6797
C -1.2737 0.7853 2.1385
C -1.3694 0.8537 3.7066
C -1.4675 1.7339 -0.7979
```